(1)
21
Properties=species:S:1:pos:R:3:forces:R:3 method="wB97M-V/def2-TZVPD" smiles=CCNC[C@H](C)N e_tot_ev=-8390.910 multiplicity=1 orbital_gap_ev=9.4 e_homo_ha=-0.3049
N 0.9233 1.8841 2.0143 0.46 2.15 2.34
C 0.1957 0.8613 1.3485 0.11 -3.44 0.88
C -1.2910 0.6556 1.6594 -0.19 2.35 1.39
C 0.3416 0.7602 -0.1611 1.11 1.12 -1.17
N 0.0959 -0.5526 -0.6943 -1.07 -1.24 2.61
C 0.3329 -1.0692 -1.9823 -1.77 -0.18 -2.30
C -0.4203 -2.4030 -2.2591 1.24 -0.53 1.46
H 1.1381 1.6709 3.0509 -0.65 0.17 -2.45
H 0.4560 2.8231 2.0440 0.42 -1.29 -0.30
H 0.6858 -0.0876 1.7028 -0.19 0.55 -0.03
H -1.5434 -0.2615 1.1543 -0.85 -0.04 -0.20
H -1.8309 1.6182 1.2757 0.45 -1.95 0.53
H -1.4871 0.5722 2.7869 0.26 0.06 -1.61
H -0.4516 1.4199 -0.4886 0.15 0.67 -0.97
H 1.3581 1.0773 -0.4773 -0.54 0.50 0.24
H 0.2120 -1.2145 0.0740 0.10 -0.22 -0.73
H 1.3386 -1.1538 -2.3062 1.47 -0.04 -0.07
H -0.1827 -0.4900 -2.7732 0.52 0.77 0.53
H -1.4652 -2.1372 -2.1433 -0.27 -0.57 0.25
H -0.2657 -2.8170 -3.2757 0.15 0.45 0.57
H -0.0492 -3.1704 -1.4964 -0.92 0.71 -0.99

***

(2)
14
Properties=species:S:1:pos:R:3:forces:R:3 method="wB97M-V/def2-TZVPD" e_tot_ev=-17290.955 multiplicity=1 orbital_gap_ev=8.1 e_homo_ha=-0.2879
C -0.2843 0.5192 1.0618 -11.78 0.77 1.91
C 1.8010 -0.2578 0.9614 1.80 1.13 0.91
C -0.7615 -0.1545 -1.7892 -0.57 -1.35 1.64
O 0.9055 0.8417 1.1351 6.50 0.05 -2.10
F -3.1669 -0.2387 -0.7260 0.71 0.15 0.82
P -1.7179 -0.9243 -0.3550 1.65 1.92 -0.71
H -0.8868 1.5555 0.9313 0.75 -2.34 -0.01
H -0.7161 0.0810 2.0263 0.59 0.06 -0.89
H 2.6718 0.2470 0.5644 0.41 -0.33 -0.48
H 1.5091 -1.0850 0.2991 -0.44 0.42 0.46
H 2.1167 -0.5100 1.9744 -0.23 -0.96 -0.07
H -1.2651 0.1913 -2.6378 -1.12 -0.04 -1.29
H -0.1674 0.6217 -1.4463 0.81 1.85 0.78
H -0.0381 -0.8871 -1.9996 0.92 -1.32 -0.97

***

(3)
16
Properties=species:S:1:pos:R:3:forces:R:3 method="wB97M-V/def2-TZVPD" smiles="C[S@@H](=O)=NC1CC1" e_tot_ev=-18661.266 multiplicity=1 orbital_gap_ev=9.8 e_homo_ha=-0.3393
C -1.9790 0.7017 0.4857 1.41 -0.18 0.26
C -1.9704 -0.1453 -0.7123 -1.28 -1.85 -3.20
C -1.4274 -0.6841 0.5241 3.18 -2.39 1.02
C 2.7729 -0.3972 -0.3271 -1.02 0.46 3.33
N 0.3326 -0.9934 0.5497 -4.07 0.33 0.14
O 0.7067 1.1691 -0.8395 -0.02 0.57 -0.16
S 1.1143 0.2272 0.1730 1.30 0.32 1.11
H -1.2130 1.4552 0.6175 -0.31 0.23 -0.53
H -2.9111 0.9559 0.8233 -2.01 0.38 1.60
H -2.8652 -0.7716 -1.1584 1.32 1.81 1.36
H -1.3535 0.1731 -1.5370 0.43 -0.22 0.11
H -1.8777 -1.5995 1.0140 0.68 1.52 -0.57
H 2.9521 0.0596 -1.2296 0.37 0.82 -2.21
H 3.3197 0.1333 0.4482 0.84 -0.19 -0.08
H 2.9573 -1.4627 -0.2744 -0.50 -0.04 0.01
H 1.4418 1.1786 1.4429 -0.33 -1.59 -2.20

***

(4)
14
Properties=species:S:1:pos:R:3:forces:R:3 method="wB97M-V/def2-TZVPD" e_tot_ev=-7252.548 multiplicity=1 orbital_gap_ev="7.5 / 7.0" e_homo_ha="-0.2491 / -0.2419"
C 0.2893 1.6013 0.8885 0.15 0.39 0.06
C -0.9392 -0.3632 0.5179 -0.29 -0.28 0.13
N -0.5866 -0.8179 -0.7004 0.00 0.26 -0.10
C 0.7239 -1.4080 -0.8266 0.12 -0.03 0.01
C 1.7376 -0.5177 -0.1100 -0.34 0.34 0.35
N 1.6000 0.4213 0.6467 0.17 -0.46 -0.41
H -0.4366 1.8860 0.1200 0.10 -0.09 0.07
H 1.0415 2.3925 0.9270 -0.17 -0.18 -0.01
H -0.1743 1.5317 1.8729 0.03 0.00 -0.14
H -0.6902 -0.9957 1.3660 0.00 0.10 -0.10
H -1.8274 0.2556 0.5775 0.18 -0.10 -0.01
H -0.8367 -0.1856 -1.4554 0.04 -0.12 0.07
H 0.9737 -1.5729 -1.8767 -0.02 0.04 0.21
H 0.7402 -2.3677 -0.2996 0.03 0.12 -0.12

***

(5)
18
Properties=species:S:1:pos:R:3:forces:R:3 method="wB97M-V/def2-TZVPD" smiles="C=C/C=C/N.O.O" e_tot_ev=-9908.244 multiplicity=1 orbital_gap_ev=7.1 e_homo_ha=-0.2538
N -0.8303 0.0419 2.1226 -0.59 -1.16 -0.41
C -1.0594 -0.1027 0.7630 0.20 1.51 0.47
C -0.1080 0.4565 -0.0869 0.06 -0.40 -0.07
C -0.2102 1.7140 -0.7879 0.02 -0.27 0.24
C 0.8855 2.3885 -1.1784 -0.03 0.06 -0.12
H -1.6195 -0.2418 2.6911 0.36 -0.23 0.09
H -0.5310 0.9723 2.3644 0.37 -0.18 -0.02
H -2.0353 -0.5193 0.4911 -0.13 0.71 -0.10
H 0.9042 0.0666 -0.0202 0.23 0.51 1.06
H -1.1177 2.2849 -0.6182 -0.44 -0.20 -0.87
H 0.8283 3.3625 -1.6471 -0.09 0.07 0.25
H 1.8788 2.0106 -0.9598 -0.03 -0.21 -0.40
H -0.0251 -1.2411 -2.5802 0.26 0.37 -0.69
H -0.3945 -1.5669 -1.2085 -0.11 -0.15 0.03
O -0.3791 -1.9748 -2.0892 -0.14 -0.23 0.61
H 1.7935 -2.5409 1.4930 0.04 0.13 0.10
H 0.8519 -2.9431 0.3861 -0.01 0.11 -0.16
O 1.1678 -2.1674 0.8649 0.04 -0.42 0.01

***

(6)
23
Properties=species:S:1:pos:R:3:forces:R:3 method="wB97M-V/def2-TZVPD" e_tot_ev=-7961.662 charge=+1 multiplicity=1 orbital_gap_ev=7.7 e_homo_ha=-0.5312
C 1.0715 1.1971 2.0319 0.09 -0.48 -0.58
C 0.5309 0.9390 0.5988 0.20 2.12 2.01
C -0.0740 -0.3686 0.4497 0.64 -1.49 -0.92
C -1.0050 -0.7909 -0.5612 -0.76 0.63 -0.16
C -2.2599 -1.4967 0.0812 0.25 0.60 0.92
C -1.4102 0.2947 -1.5596 0.88 0.00 -0.35
N 1.6074 1.2130 -0.3774 -1.25 -0.98 -0.45
H 1.7073 2.0776 1.9631 -0.01 0.07 0.15
H 1.6672 0.3482 2.3737 0.03 0.09 0.13
H 0.2664 1.4061 2.7311 0.00 -0.09 0.04
H -0.2021 1.7267 0.4962 -0.67 0.02 -0.61
H 2.8207 -1.0911 -1.0464 0.36 -0.17 -0.12
H 0.2995 -1.2019 1.0519 0.07 0.24 0.28
H -0.4820 -1.6340 -1.0489 0.16 0.01 -0.07
H -2.0823 -2.4419 0.5749 0.38 -0.30 -0.18
H -2.6109 -0.8312 0.8665 -0.49 0.06 -0.14
H -3.0092 -1.6085 -0.6885 -0.07 0.01 -0.16
H -2.1166 -0.0868 -2.2918 -0.04 0.01 0.06
H -0.5082 0.6096 -2.0922 -0.17 -0.05 -0.23
H -1.7839 1.2199 -1.1251 -0.33 -0.25 0.32
H 1.5690 0.5476 -1.1373 0.36 0.27 -0.36
H 3.4968 -1.2246 -1.3428 -0.27 0.03 0.09
H 2.5076 1.1967 0.0519 0.66 -0.34 0.34

***

(7)
20
Properties=species:S:1:pos:R:3:forces:R:3 method="wB97M-V/def2-TZVPD" smiles=CCCC.O.O e_tot_ev=-8468.895 multiplicity=1 orbital_gap_ev=11.3 e_homo_ha=-0.3977
C -3.5583 1.2302 -1.0411 3.09 -1.23 0.25
C -1.3851 0.8124 0.9761 0.40 -2.66 -0.15
C -1.1203 0.3958 -0.5234 -2.17 0.93 0.38
C -2.4297 0.1290 -1.3074 -0.84 1.25 -1.02
H -3.0401 2.1921 -1.0585 -0.21 0.16 -0.37
H -4.2644 1.1453 -1.8574 -0.76 0.10 0.68
H -3.7291 1.0683 0.0174 -1.63 0.16 -0.24
H -1.0997 -0.0920 1.5365 0.92 0.60 0.37
H -0.8067 1.6953 1.2083 -0.09 -0.02 0.53
H -2.3983 0.8065 1.3794 -0.27 0.91 -0.77
H -0.6813 1.3119 -0.9174 0.37 -0.43 -0.64
H -0.4856 -0.4800 -0.6258 0.38 0.26 0.18
H -2.8674 -0.8683 -1.2222 0.15 -0.05 0.72
H -2.2887 0.1838 -2.3931 0.67 0.01 0.04
H 6.9112 0.4649 0.7864 -0.32 -0.16 -0.49
H 6.1740 -0.8309 0.5747 -0.19 -0.69 0.16
O 6.3570 -0.0073 0.1387 0.51 0.84 0.32
H 4.1246 -2.7204 1.9484 -0.39 0.42 -0.22
H 2.9501 -3.0413 0.9057 0.24 0.51 0.24
O 3.6378 -3.3952 1.4748 0.15 -0.92 0.00

***

(8)
24
Properties=species:S:1:pos:R:3:forces:R:3 method="wB97M-V/def2-TZVPD" e_tot_ev=-21038.081 charge=+1 multiplicity=1 orbital_gap_ev=9.4 e_homo_ha=-0.4847
Y -0.0204 -0.1753 0.1954 0.43 -3.12 0.40
F -0.7534 -1.3603 1.7994 0.24 1.05 -0.99
F 1.6306 -0.7433 -1.1756 -0.73 0.75 0.31
O -0.6634 0.6057 -1.9656 0.55 1.29 -1.81
H -0.1734 1.1457 -2.6166 0.70 -0.51 0.75
H -1.4904 0.6277 -2.4276 -1.06 -0.53 -0.10
O -0.9964 -2.0953 -0.9896 -2.31 1.23 1.92
H -1.8484 -2.4963 -0.6926 1.12 0.39 0.01
H -0.6804 -2.6393 -1.6606 1.17 -1.46 -1.85
O 1.0286 1.9567 -0.3766 -0.18 0.69 0.40
H 1.8326 2.2017 -0.8416 0.13 -0.04 -0.19
H 0.5716 2.7687 -0.1056 0.36 -0.17 -0.20
O 1.8136 0.1577 1.6054 1.20 -0.01 1.73
H 2.4956 0.7577 1.2984 0.18 0.18 -0.40
H 2.2446 -0.2593 2.3954 -1.05 0.05 -0.93
O -2.3824 0.2827 -0.1876 -1.61 1.11 0.00
H -2.8674 0.9907 0.2734 0.30 -0.57 0.50
H -2.8474 0.3657 -1.0356 0.33 -0.64 0.07
O -0.7424 1.4977 1.7564 -0.54 2.01 0.45
H -1.5514 2.0817 1.8224 1.51 -0.93 0.22
H -0.0114 1.9307 2.2624 -1.00 -0.51 -0.32
O 1.4666 -2.7033 0.4234 -1.10 0.37 -0.93
H 1.5736 -2.1953 -0.4126 -0.21 -0.23 -0.02
H 2.3716 -2.7033 0.6564 1.59 -0.40 0.98

***

(9)
16
Properties=species:S:1:pos:R:3:forces:R:3 method="wB97M-V/def2-TZVPD" e_tot_ev=-16557.992 multiplicity=1 orbital_gap_ev=7.8 e_homo_ha=-0.2926
C -3.5817 0.3378 -0.7987 3.28 1.18 0.07
C -2.5549 0.3691 0.0546 0.36 0.16 0.21
C -1.1612 0.6171 -0.3450 0.36 -0.88 3.57
C -0.1613 0.2976 0.5332 0.22 -2.20 -0.61
N 3.9738 0.2304 -0.4463 -1.56 -0.52 -1.38
N 2.7595 -0.6881 -0.3973 0.23 -0.93 -0.85
P 1.6999 0.3630 0.1411 0.12 2.03 2.27
H -4.5143 0.1865 -0.4257 -2.71 -0.47 0.54
H -3.3709 0.6894 -1.7989 -0.41 -0.48 -0.33
H -2.6295 0.2931 1.1398 -0.55 -0.58 -0.22
H -1.0823 1.2357 -1.1601 0.91 0.93 -2.31
H -0.4602 -0.3444 1.4610 0.70 1.32 -1.71
H 4.5252 0.0664 0.3623 0.52 -0.44 0.87
H 4.4716 -0.1345 -1.2599 -0.06 0.25 0.41
H 2.2471 0.6958 1.4480 -0.95 0.31 -0.32
H 1.8776 1.6089 -0.4662 -0.44 0.31 -0.24